A cluster of 3 separate species, C16H33BFO9P in total in a non-equilibrium geometry, computed with ωB97M-V with the def2-TZVPD basis set.

Structure (XYZ):
```
61
C16H33BFO9P ωB97M-V with the def2-TZVPD basis set
C 7.70150 -0.90178 -1.18274
O 6.87164 0.21379 -1.54312
B 5.57710 0.07707 -1.05563
O 5.36507 0.39342 0.29615
P 4.04221 -0.55688 -2.07584
C 2.96324 0.97343 -1.65081
C 1.54597 0.64846 -1.10505
C 0.70225 -0.29422 -2.03580
O 0.21973 -1.39705 -1.22767
C 0.71945 -2.60938 -1.59323
C 1.49569 -3.43116 -0.54894
O 0.60279 -3.05534 -2.69438
C 4.89725 -2.21782 -2.59414
C 5.71940 -2.02696 -3.88366
O 5.93867 -2.94993 -4.58199
F 6.19487 -0.82709 -4.22946
H 8.60016 -0.55318 -0.65732
H 7.19210 -1.60621 -0.50635
H 7.99234 -1.43492 -2.09990
H 4.53987 -0.05109 0.52073
H 3.79603 -0.29568 -3.45833
H 3.10220 -1.35485 -1.32570
H 3.45605 1.70078 -0.97948
H 2.81226 1.52725 -2.60082
H 1.58556 0.20403 -0.09691
H 0.96941 1.58023 -0.99501
H 1.25537 -0.60384 -2.93130
H -0.17679 0.28448 -2.36314
H 1.25007 -4.49395 -0.60135
H 1.40610 -3.00763 0.46081
H 2.56121 -3.34127 -0.81383
H 5.52397 -2.63995 -1.79553
H 4.13011 -2.96111 -2.86400
O -2.13182 0.59805 -1.81542
C -3.11788 0.05660 -1.39231
O -3.99091 0.76368 -0.66027
C -5.27130 0.26962 -0.25281
C -5.17168 -0.55527 1.01307
C -3.34398 -1.41838 -1.59706
H -5.75730 -0.26889 -1.06836
H -5.87877 1.15396 -0.06208
H -4.55344 -1.44166 0.86983
H -6.16124 -0.87588 1.34133
H -4.70885 0.02672 1.81042
H -2.76863 -1.96883 -0.85365
H -2.98850 -1.68429 -2.59085
H -4.38755 -1.71983 -1.54470
O -3.50958 0.36076 4.14397
C -3.71064 1.52709 4.34389
O -4.89259 1.91282 4.85487
C -5.17213 3.24657 5.28869
C -5.60086 4.12877 4.13459
C -2.69703 2.57264 3.95312
H -4.32679 3.66035 5.84097
H -5.99232 3.15727 6.00011
H -4.81247 4.22744 3.38783
H -5.86356 5.12562 4.49078
H -6.46590 3.69699 3.63003
H -2.79515 2.77933 2.88755
H -1.70353 2.17450 4.14904
H -2.77844 3.50258 4.51109
```

Properties
LUMO energy: 0.319 eV
2S+1: 1
gap between HOMO and LUMO: 8.6 eV
E: -48236.510 eV

These are the Löwdin partial charges, in e, on atoms 1 to 8:
1 C -0.07
2 O -0.02
3 B -0.66
4 O 0.13
5 P 0.89
6 C -0.36
7 C -0.21
8 C -0.17